1.
{
  "formula": "C11H23INO2P2Rh",
  "method": "ωB97M-V/def2-TZVPD",
  "symbols": ["Rh", "P", "C", "C", "N", "C", "C", "C", "C", "C", "P", "H", "H", "H", "H", "H", "H", "H", "H", "O", "H", "H", "O", "H", "C", "H", "H", "H", "C", "H", "H", "H", "C", "H", "H", "H", "C", "H", "H", "H", "I"],
  "positions_angstrom": [[-0.269, -0.102, 1.128], [1.878, -0.799, 1.418], [2.152, -1.380, -0.268], [0.975, -1.709, -1.004], [-0.273, -1.308, -0.534], [-1.424, -1.536, -1.172], [-1.427, -2.323, -2.331], [-0.217, -2.733, -2.880], [0.985, -2.365, -2.273], [-2.688, -0.883, -0.636], [-2.290, 0.627, 0.375], [1.975, -2.477, -2.737], [-2.397, -2.525, -2.783], [-0.214, -3.326, -3.793], [-3.377, -0.655, -1.465], [-3.252, -1.608, -0.018], [3.026, 2.174, -3.679], [3.067, -1.958, -0.570], [-0.071, 3.721, -0.065], [3.057, 2.984, -3.150], [3.582, 2.746, -2.398], [0.084, 0.791, 2.460], [0.674, 4.348, 0.169], [1.375, 3.730, 0.449], [-2.477, 2.015, -0.794], [-3.461, 2.028, -1.276], [-2.391, 2.962, -0.250], [-1.708, 1.954, -1.572], [-3.657, 0.818, 1.549], [-3.321, 1.521, 2.321], [-4.554, 1.224, 1.062], [-3.913, -0.139, 2.021], [1.972, -2.296, 2.503], [2.853, -2.912, 2.259], [1.975, -2.024, 3.576], [1.071, -2.895, 2.309], [3.108, 0.447, 1.961], [2.770, 0.819, 2.944], [4.142, 0.058, 2.052], [3.090, 1.286, 1.248], [-0.430, 1.699, 3.844]],
  "total_energy_ev": -47032.9947,
  "gap_ev": [8.351, 4.696],
  "total_charge": 2,
  "spin_multiplicity": 5
}

2.
{
  "formula": "C12H14Si",
  "method": "ωB97M-V/def2-TZVPD",
  "symbols": ["C", "C", "C", "C", "C", "C", "C", "C", "C", "C", "C", "C", "Si", "H", "H", "H", "H", "H", "H", "H", "H", "H", "H", "H", "H", "H", "H"],
  "positions_angstrom": [[-1.392, 0.948, 2.265], [-1.351, -0.449, 2.593], [-1.122, -0.156, -2.479], [-1.187, -1.570, -2.134], [-1.345, 1.215, 0.910], [-1.116, -1.380, 1.606], [-1.219, 0.760, -1.474], [-1.129, -2.065, -0.885], [-1.237, 0.266, -0.073], [-0.882, -1.092, 0.222], [1.823, -0.050, -1.570], [1.828, 0.607, 1.316], [1.255, -0.793, 0.092], [-1.560, 1.670, 2.930], [-1.450, -0.759, 3.553], [-1.231, 0.248, -3.497], [-1.444, -2.195, -3.064], [-1.486, 2.176, 0.595], [-0.916, -2.330, 1.876], [-1.208, 1.789, -1.677], [-1.212, -3.046, -0.607], [2.793, 0.187, -1.375], [1.811, -0.524, -2.634], [1.319, 0.989, -1.646], [2.876, 0.501, 1.407], [1.803, 1.573, 0.782], [1.433, 0.823, 2.349]],
  "total_energy_ev": -20544.8477,
  "gap_ev": [6.032, 6.036],
  "spin_multiplicity": 1
}

3.
{
  "formula": "C2HN3OS",
  "method": "ωB97M-V/def2-TZVPD",
  "symbols": ["C", "C", "N", "N", "N", "O", "S", "H"],
  "positions_angstrom": [[-0.733, 0.523, -1.339], [0.017, 0.171, 1.241], [0.110, -0.339, -1.401], [0.898, -1.021, -0.634], [0.789, -0.679, 0.724], [-0.635, 1.010, 1.719], [-1.841, 1.608, -1.592], [1.396, -1.274, 1.281]],
  "total_energy_ev": -19437.9613,
  "gap_ev": [6.058, 6.057],
  "spin_multiplicity": 1
}

4.
{
  "formula": "C18H34BrIrNO7P2S4",
  "method": "ωB97M-V/def2-TZVPD",
  "symbols": ["Ir", "S", "S", "S", "S", "O", "C", "C", "C", "N", "C", "Br", "C", "H", "H", "H", "H", "C", "C", "C", "O", "P", "O", "C", "P", "O", "O", "C", "C", "C", "O", "C", "C", "C", "O", "C", "C", "C", "H", "H", "H", "H", "H", "H", "H", "H", "H", "H", "H", "H", "H", "H", "H", "H", "H", "H", "H", "H", "H", "H", "H", "H", "H", "H", "H", "H", "H", "H"],
  "positions_angstrom": [[0.664, -0.486, -0.386], [-0.312, -2.515, -1.012], [-0.182, -2.725, -2.996], [0.637, -1.048, -3.785], [1.746, -0.150, -2.323], [4.635, -3.533, 3.675], [3.913, -2.922, 2.727], [3.366, -3.584, 1.629], [2.628, -2.852, 0.728], [2.419, -1.531, 0.841], [2.979, -0.923, 1.883], [2.774, 0.950, 1.969], [3.721, -1.550, 2.859], [4.731, -4.473, 3.482], [3.510, -4.645, 1.477], [2.175, -3.326, -0.132], [4.156, -1.006, 3.683], [-1.585, 4.855, 0.830], [-0.469, 3.935, 1.270], [0.416, 3.456, 0.145], [-1.049, 2.814, 2.030], [-1.523, 1.397, 1.610], [-0.438, 0.481, 1.136], [-2.882, 1.539, 0.433], [-2.563, 1.369, -1.336], [-1.414, 0.477, -1.609], [-3.925, 0.928, -1.985], [-4.295, -0.437, -2.394], [-3.611, -0.776, -3.698], [-4.033, -1.428, -1.280], [-2.409, 2.858, -1.807], [-2.175, 3.126, -3.242], [-3.096, 4.257, -3.623], [-0.706, 3.422, -3.426], [-2.188, 0.883, 2.923], [-1.999, -0.429, 3.570], [-2.398, -1.550, 2.635], [-0.598, -0.546, 4.128], [-1.154, 5.797, 0.488], [-2.255, 5.075, 1.661], [-2.153, 4.432, 0.001], [0.136, 4.425, 2.031], [-0.137, 2.897, -0.610], [1.232, 2.834, 0.507], [0.847, 4.326, -0.353], [-3.428, 2.465, 0.626], [-3.560, 0.720, 0.685], [-5.368, -0.337, -2.549], [-2.530, -0.816, -3.569], [-3.853, -0.037, -4.462], [-3.958, -1.749, -4.048], [-2.968, -1.487, -1.045], [-4.350, -2.420, -1.601], [-4.600, -1.177, -0.382], [-2.444, 2.218, -3.787], [-2.852, 5.156, -3.055], [-4.136, 3.994, -3.435], [-2.985, 4.485, -4.684], [-0.415, 4.295, -2.840], [-0.506, 3.639, -4.476], [-0.094, 2.568, -3.129], [-2.713, -0.365, 4.389], [-1.698, -1.654, 1.805], [-3.403, -1.395, 2.241], [-2.406, -2.490, 3.190], [0.144, -0.604, 3.332], [-0.531, -1.454, 4.729], [-0.366, 0.302, 4.771]],
  "total_energy_ev": -169840.5051,
  "gap_ev": [7.874, 6.903],
  "total_charge": 1,
  "spin_multiplicity": 5
}

5.
{
  "formula": "C2H6N5O",
  "method": "ωB97M-V/def2-TZVPD",
  "symbols": ["C", "C", "N", "N", "N", "N", "N", "O", "H", "H", "H", "H", "H", "H"],
  "positions_angstrom": [[-0.513, -0.742, -1.726], [0.222, 0.076, 0.303], [1.697, -1.385, -2.279], [-1.105, -1.029, -2.742], [0.242, 0.963, 1.282], [0.986, -0.982, 0.415], [-0.673, 0.102, -0.722], [2.082, -0.932, -3.246], [-2.129, -0.912, -2.970], [0.762, 0.808, 2.190], [-0.367, 1.733, 1.537], [1.893, -1.078, 0.979], [1.000, -1.437, -0.457], [-1.343, 0.897, -0.711]],
  "total_energy_ev": -11658.1058,
  "gap_ev": [7.277, 7.006],
  "total_charge": 1,
  "spin_multiplicity": 1
}

6.
{
  "formula": "CH3Cl2NOS",
  "method": "ωB97M-V/def2-TZVPD",
  "symbols": ["C", "N", "O", "S", "Cl", "Cl", "H", "H", "H"],
  "positions_angstrom": [[-1.243, 0.263, -0.326], [1.975, 0.735, -0.269], [0.265, -1.715, 0.710], [-0.353, -0.473, 1.124], [-2.983, -0.170, -0.342], [2.283, -0.850, -0.385], [-1.147, 1.358, 0.012], [-0.690, -0.236, -1.183], [1.894, 1.087, 0.660]],
  "total_energy_ev": -40498.7642,
  "gap_ev": [8.521, 8.081],
  "spin_multiplicity": 1
}

7.
{
  "formula": "C10H7Cl2NOS",
  "method": "ωB97M-V/def2-TZVPD",
  "symbols": ["C", "N", "S", "C", "C", "C", "C", "C", "C", "C", "Cl", "C", "C", "O", "Cl", "H", "H", "H", "H", "H", "H", "H"],
  "positions_angstrom": [[0.292, -2.819, -1.571], [-0.253, -2.486, -0.303], [0.763, -1.990, 0.893], [0.156, -0.240, 0.975], [1.075, 0.721, 1.364], [0.663, 2.004, 1.712], [-0.673, 2.331, 1.414], [-1.610, 1.417, 1.007], [-1.191, 0.068, 0.798], [-2.137, -1.012, 0.409], [-3.809, -0.758, 0.741], [-1.669, -2.266, -0.095], [-2.514, -3.451, -0.233], [-3.717, -3.382, -0.283], [-1.728, -4.974, -0.266], [1.122, -2.138, -1.736], [0.743, -3.734, -1.515], [-0.467, -2.965, -2.314], [2.059, 0.213, 1.487], [1.333, 2.875, 2.082], [-0.884, 3.389, 1.567], [-2.625, 1.713, 0.646]],
  "total_energy_ev": -49899.3965,
  "gap_ev": 7.403,
  "spin_multiplicity": 1
}

Computed ΔE to the lowest compared entry with this formula, charge and spin, in the same sequence as the records: 40.02; 39.37; 59.58; 0.00; 22.83; 48.82; 0.00 kcal per mole.